(1)
{"formula": "C4H11NS", "method": "ωB97M-V with the def2-TZVPD basis set", "lumo_ev": 0.91, "homo_energy_ha": -0.327, "total_energy_ev": -16650.8510, "smiles": "CN[C@@H](C)CS", "charge": 0, "spin_multiplicity": 1, "symbols": ["C", "N", "C", "C", "S", "C", "H", "H", "H", "H", "H", "H", "H", "H", "H", "H", "H"], "coordinates": [[-0.96, 0.85, 1.93], [-0.35, 1.09, 0.65], [0.38, -0.11, 0.11], [1.23, 0.39, -1.07], [2.14, -1.02, -1.62], [-0.68, -1.19, -0.41], [-1.53, -0.11, 2.01], [-1.61, 1.73, 2.10], [-0.20, 0.79, 2.81], [-1.12, 1.22, -0.05], [1.05, -0.44, 0.87], [1.96, 1.15, -0.80], [0.54, 0.67, -1.87], [2.06, -0.66, -2.96], [-0.24, -1.77, -1.25], [-1.62, -0.70, -0.82], [-1.04, -1.89, 0.36]], "lowdin_charge": [-0.1700, -0.1288, -0.4628, -0.5689, 0.7133, -0.0878, 0.0730, 0.0800, 0.0991, 0.1063, 0.1131, 0.0732, 0.0794, -0.0987, 0.0284, 0.0892, 0.0618]}

(2)
{"formula": "C4H11NS2", "method": "ωB97M-V with the def2-TZVPD basis set", "lumo_ev": 0.95, "homo_energy_ha": -0.306, "total_energy_ev": -27485.5688, "smiles": "CCSSCCN", "charge": 0, "spin_multiplicity": 1, "symbols": ["N", "C", "C", "S", "S", "C", "C", "H", "H", "H", "H", "H", "H", "H", "H", "H", "H", "H"], "coordinates": [[-2.60, 1.09, 2.49], [-1.22, 1.48, 2.22], [-0.54, 0.46, 1.25], [-0.65, 1.05, -0.61], [1.05, 0.60, -1.59], [1.10, -1.27, -1.97], [2.28, -1.49, -2.81], [-3.15, 2.01, 2.50], [-2.90, 0.52, 3.25], [-0.60, 1.49, 3.15], [-1.36, 2.51, 1.74], [-1.11, -0.45, 1.22], [0.55, 0.29, 1.49], [0.15, -1.77, -2.15], [1.28, -1.71, -0.85], [3.21, -1.58, -2.32], [2.00, -2.47, -3.44], [2.52, -0.77, -3.57]], "lowdin_charge": [-0.0463, -0.3515, -0.4380, 0.3810, 0.3903, -0.5669, -0.2368, 0.0908, 0.0510, 0.1024, 0.1163, 0.0345, 0.0732, 0.0658, 0.1056, 0.0519, 0.1239, 0.0530]}

(3)
{"formula": "C4H11O3", "method": "ωB97M-V with the def2-TZVPD basis set", "lumo_ev": 3.44, "homo_energy_ha": -0.100, "total_energy_ev": -10467.9122, "charge": -1, "spin_multiplicity": 1, "symbols": ["C", "C", "C", "O", "C", "O", "H", "H", "H", "H", "H", "H", "H", "H", "H", "H", "H", "O"], "coordinates": [[-0.95, -0.19, -0.39], [0.20, -0.43, 0.64], [0.12, 0.76, 1.67], [0.90, 1.80, 1.28], [-1.58, -1.50, -0.96], [-2.10, -1.30, -2.29], [-1.82, 0.20, 0.14], [-0.69, 0.49, -1.20], [1.21, -0.40, 0.22], [-0.17, -1.34, 1.14], [-0.95, 1.14, 1.83], [0.20, 0.38, 2.72], [-2.45, -1.88, -0.40], [-0.86, -2.31, -0.87], [-1.49, -1.68, -2.92], [2.38, 1.60, 0.35], [3.44, 0.92, 0.96], [3.11, 0.95, 0.06]], "lowdin_charge": [-0.1908, -0.1759, -0.5129, -0.3575, -0.2809, -0.1004, 0.0887, 0.1057, 0.0806, 0.0885, 0.0748, 0.0613, 0.1057, 0.0958, 0.0645, 0.0115, 0.0075, -0.1662]}

(4)
{"formula": "C4H11O3", "method": "ωB97M-V with the def2-TZVPD basis set", "lumo_ev": 3.37, "homo_energy_ha": -0.122, "total_energy_ev": -10468.5420, "charge": -1, "spin_multiplicity": 1, "symbols": ["C", "O", "C", "C", "C", "O", "H", "H", "H", "H", "H", "H", "H", "H", "H", "H", "H", "O"], "coordinates": [[0.54, -2.12, 0.54], [0.36, -3.35, -0.20], [-0.59, -1.12, 0.27], [-0.17, 0.35, 0.54], [-1.11, 1.33, -0.18], [-0.70, 2.65, -0.20], [0.40, -2.49, 1.58], [1.51, -1.69, 0.32], [1.02, -3.35, -0.89], [-1.37, -1.40, 0.97], [-0.91, -1.23, -0.77], [-0.18, 0.58, 1.61], [0.90, 0.46, 0.40], [-2.08, 1.31, 0.36], [-1.33, 1.01, -1.20], [1.83, 3.44, -0.77], [0.45, 2.74, -0.96], [1.44, 2.87, -1.42]], "lowdin_charge": [-0.2600, -0.1018, -0.2024, -0.2088, -0.4423, -0.3224, 0.1114, 0.1078, 0.0555, 0.0999, 0.1063, 0.1043, 0.0933, 0.0942, 0.0884, -0.0391, -0.0390, -0.2452]}

(5)
{"formula": "C4H11O4", "method": "ωB97M-V with the def2-TZVPD basis set", "lumo_ev": 3.64, "homo_energy_ha": -0.160, "total_energy_ev": -12516.6849, "charge": -1, "spin_multiplicity": 1, "symbols": ["O", "C", "C", "C", "C", "O", "H", "H", "H", "H", "H", "H", "H", "H", "H", "O", "H", "H", "O"], "coordinates": [[1.32, 2.68, 0.61], [0.30, 2.36, 0.06], [-0.95, 1.91, 0.78], [-1.27, 0.45, 0.41], [-0.10, -0.52, 0.68], [0.38, -1.08, -0.49], [0.22, 2.43, -1.04], [-1.74, 2.62, 0.50], [-0.76, 2.03, 1.85], [-2.19, 0.12, 0.92], [-1.40, 0.38, -0.67], [0.74, -0.02, 1.19], [-0.47, -1.30, 1.36], [-0.99, -3.17, -0.06], [-0.18, -2.11, -0.92], [-0.88, -3.09, -1.02], [2.01, -0.79, -1.26], [3.04, -1.91, -1.31], [2.91, -1.00, -1.59]], "lowdin_charge": [0.0358, -0.2905, -0.1843, -0.1765, -0.3591, -0.2767, 0.1265, 0.1047, 0.1092, 0.0996, 0.1114, 0.1044, 0.0945, -0.0629, -0.0069, -0.3173, -0.0073, 0.0122, -0.1168]}

(6)
{"formula": "C4H11OS", "method": "ωB97M-V with the def2-TZVPD basis set", "lumo_ev": [6.23, 6.21], "homo_energy_ha": [0.151, -0.006], "total_energy_ev": -17205.2348, "charge": -2, "spin_multiplicity": 2, "symbols": ["C", "C", "S", "H", "H", "H", "H", "H", "H", "C", "O", "C", "H", "H", "H", "H", "H"], "coordinates": [[3.07, 2.12, 0.36], [2.08, 0.92, 0.22], [1.09, 0.52, 1.66], [2.45, 2.97, 0.77], [3.93, 1.81, 0.97], [3.41, 2.52, -0.61], [2.61, 0.08, -0.24], [1.38, 1.31, -0.53], [-0.31, -0.66, 0.33], [-1.83, -1.84, -0.52], [-0.76, -0.93, -0.50], [-3.21, -1.17, -0.28], [-1.69, -2.42, -1.45], [-1.65, -2.41, 0.42], [-4.07, -1.67, -0.74], [-3.34, -1.01, 0.81], [-3.16, -0.14, -0.67]], "mulliken_spin": [0.0311, 0.0916, 0.0150, -0.0074, -0.0132, 0.0058, 0.0008, -0.0215, 0.2879, 1.3238, -1.2538, 2.4700, -0.2819, -0.1402, -1.3044, -0.1200, -0.0836]}

(7)
{"formula": "C4H11S", "method": "ωB97M-V with the def2-TZVPD basis set", "lumo_ev": 2.96, "homo_energy_ha": -0.077, "total_energy_ev": -15160.8071, "charge": -1, "spin_multiplicity": 1, "symbols": ["C", "C", "H", "H", "H", "H", "H", "H", "C", "C", "S", "H", "H", "H", "H", "H"], "coordinates": [[0.57, -2.18, 4.37], [1.38, -0.96, 4.70], [0.96, -2.71, 3.36], [-0.54, -2.04, 4.21], [0.92, -2.90, 5.12], [0.83, -0.17, 5.29], [2.12, -1.38, 5.44], [1.97, -0.62, 3.85], [0.98, 0.03, -2.57], [-0.42, 0.16, -2.24], [-1.51, 1.76, -2.58], [1.44, -0.02, -3.58], [1.37, -0.88, -2.15], [1.45, 0.90, -1.99], [-0.56, 0.07, -1.16], [-0.95, -0.62, -2.67]], "lowdin_charge": [-0.2121, -0.2082, 0.1069, 0.0711, 0.0411, 0.0806, 0.0623, 0.0583, -0.2622, -0.7902, -0.1169, 0.0602, 0.0393, 0.0745, 0.0122, -0.0169]}

(8)
{"formula": "C4H11S", "method": "ωB97M-V with the def2-TZVPD basis set", "lumo_ev": [6.54, 6.51], "homo_energy_ha": [0.141, -0.003], "total_energy_ev": -15158.1729, "charge": -2, "spin_multiplicity": 2, "symbols": ["C", "S", "H", "H", "H", "C", "C", "C", "H", "H", "H", "H", "H", "H", "H", "H"], "coordinates": [[-4.37, 0.93, -1.58], [-2.67, 1.27, -0.98], [-4.77, 0.12, -0.98], [-5.06, 1.77, -1.52], [-4.36, 0.60, -2.62], [2.63, -1.45, 1.08], [1.58, -0.69, 0.27], [1.46, 0.79, 0.69], [3.50, -0.79, 1.26], [3.08, -2.30, 0.56], [2.28, -1.79, 2.06], [0.59, -1.13, 0.28], [1.82, -0.74, -0.80], [2.17, 1.38, 0.12], [0.49, 1.19, 0.37], [1.62, 0.84, 1.77]], "mulliken_spin": [-0.0041, 0.0464, 0.0016, 0.0006, 0.0016, 3.9499, -0.4964, 0.4115, -0.3465, -1.4817, -0.5101, -0.1475, -0.0350, -0.2499, 0.1225, -0.2628]}

(9)
{"formula": "C4H11S", "method": "ωB97M-V with the def2-TZVPD basis set", "lumo_ev": [6.38, 6.52], "homo_energy_ha": [0.164, 0.003], "total_energy_ev": -15158.1615, "charge": -2, "spin_multiplicity": 2, "symbols": ["C", "C", "C", "C", "H", "H", "H", "H", "H", "H", "H", "H", "H", "H", "S", "H"], "coordinates": [[-0.58, 1.13, -0.79], [0.61, 0.72, 0.12], [-0.01, 0.29, 1.46], [1.37, -0.40, -0.53], [-0.31, 1.55, -1.77], [-1.26, 0.22, -0.93], [-1.19, 1.85, -0.27], [1.28, 1.55, 0.23], [0.78, -0.06, 2.18], [-0.73, -0.54, 1.27], [-0.53, 1.15, 1.89], [1.89, -0.06, -1.43], [2.14, -0.76, 0.17], [0.76, -1.28, -0.80], [-1.52, -2.36, -0.32], [-2.69, -3.00, -0.48]], "mulliken_spin": [1.8270, 0.4910, 1.4749, 1.6445, -0.6341, -0.1064, -0.2879, -1.3885, -0.3008, -0.1357, -0.3887, -0.5229, -0.1357, -0.2454, -0.3902, 0.0989]}

(10)
{"formula": "C4H11S2", "method": "ωB97M-V with the def2-TZVPD basis set", "lumo_ev": 3.19, "homo_energy_ha": -0.089, "total_energy_ev": -25997.0769, "charge": -1, "spin_multiplicity": 1, "symbols": ["C", "S", "C", "H", "H", "H", "H", "H", "H", "C", "C", "S", "H", "H", "H", "H", "H"], "coordinates": [[-0.51, -1.07, -2.89], [-0.56, -2.56, -1.84], [-0.67, -1.67, -0.25], [-0.99, -1.41, -3.83], [-1.10, -0.23, -2.39], [0.53, -0.83, -3.06], [-0.10, -2.23, 0.51], [-1.75, -1.62, -0.09], [-0.16, -0.72, -0.22], [0.30, 1.76, 2.45], [0.96, 1.19, 1.20], [0.51, 2.10, -0.33], [0.73, 2.76, 2.52], [-0.82, 1.85, 2.48], [0.61, 1.12, 3.31], [2.01, 1.45, 1.36], [1.02, 0.12, 1.06]], "lowdin_charge": [-0.4416, 0.6550, -0.4402, 0.0095, 0.0513, 0.0164, 0.0264, 0.0273, -0.0343, -0.2510, -0.8562, 0.0761, 0.0409, 0.0570, 0.0471, 0.0181, -0.0018]}

(11)
{"formula": "C4H12", "method": "ωB97M-V with the def2-TZVPD basis set", "lumo_ev": [4.26, 4.36], "homo_energy_ha": [0.056, -0.265], "total_energy_ev": -4340.5938, "charge": -1, "spin_multiplicity": 2, "symbols": ["C", "C", "H", "H", "H", "H", "H", "H", "C", "C", "H", "H", "H", "H", "H", "H"], "coordinates": [[0.09, 0.03, 1.58], [-0.64, 0.02, 2.93], [0.75, -0.84, 1.46], [-0.64, 0.02, 0.78], [0.88, 0.79, 1.65], [-1.52, 0.62, 2.95], [0.04, 0.32, 3.73], [-1.18, -0.93, 3.07], [0.83, -0.45, -2.00], [-0.26, 0.48, -2.54], [1.86, -0.21, -2.28], [0.74, -0.50, -0.92], [0.61, -1.46, -2.35], [-0.21, 1.45, -2.03], [-0.11, 0.64, -3.61], [-1.24, 0.03, -2.41]], "mulliken_spin": [1.5905, 0.2954, -0.0724, 0.3146, 0.0117, -0.3397, -0.3051, -0.2334, -1.1053, 0.8395, -0.2819, 0.9618, -0.0434, -0.1933, -0.1764, -0.2627]}

(12)
{"formula": "C4H12", "method": "ωB97M-V with the def2-TZVPD basis set", "lumo_ev": 1.08, "homo_energy_ha": -0.414, "total_energy_ev": -4340.2592, "smiles": "CC.CC", "charge": 0, "spin_multiplicity": 1, "symbols": ["C", "C", "H", "H", "H", "H", "H", "H", "C", "C", "H", "H", "H", "H", "H", "H"], "coordinates": [[1.91, 0.33, -0.35], [2.66, 0.81, -1.63], [1.81, -0.70, -0.27], [2.34, 0.45, 0.66], [0.91, 0.63, 0.05], [2.32, 1.44, -2.41], [2.80, -0.09, -2.24], [3.61, 1.32, -1.31], [-2.14, -0.33, 0.17], [-2.52, -0.83, 1.64], [-1.85, 0.68, 0.21], [-1.53, -0.95, -0.39], [-2.98, -0.14, -0.39], [-1.56, -1.28, 1.93], [-3.25, -1.35, 1.99], [-2.54, 0.01, 2.34]], "lowdin_charge": [-0.1684, -0.1390, 0.0250, 0.0590, 0.0573, 0.0350, 0.0571, 0.0774, -0.1145, -0.1006, 0.0474, 0.0355, 0.0199, 0.0685, -0.0215, 0.0619]}

(13)
{"formula": "C4H12", "method": "ωB97M-V with the def2-TZVPD basis set", "lumo_ev": 1.17, "homo_energy_ha": -0.428, "total_energy_ev": -4342.3590, "smiles": "CC.CC", "charge": 0, "spin_multiplicity": 1, "symbols": ["C", "C", "H", "H", "H", "H", "H", "H", "C", "C", "H", "H", "H", "H", "H", "H"], "coordinates": [[1.46, -0.46, 0.79], [1.53, -1.91, 1.34], [0.47, -0.23, 0.38], [1.58, 0.24, 1.62], [2.20, -0.28, 0.02], [0.53, -2.32, 1.44], [2.09, -2.53, 0.64], [2.06, -1.92, 2.28], [-1.44, 0.44, -1.26], [-1.53, 1.91, -0.86], [-0.41, 0.19, -1.47], [-1.89, -0.19, -0.49], [-2.01, 0.25, -2.17], [-0.98, 2.06, 0.07], [-1.07, 2.55, -1.61], [-2.58, 2.18, -0.70]], "lowdin_charge": [-0.1562, -0.1533, 0.0188, 0.0608, 0.0625, 0.0557, 0.0572, 0.0547, -0.1883, -0.1684, 0.0464, 0.0660, 0.0627, 0.0568, 0.0635, 0.0610]}

(14)
{"formula": "C4H12", "method": "ωB97M-V with the def2-TZVPD basis set", "lumo_ev": 1.02, "homo_energy_ha": -0.420, "total_energy_ev": -4342.0424, "smiles": "CC.CC", "charge": 0, "spin_multiplicity": 1, "symbols": ["C", "C", "H", "H", "H", "H", "H", "H", "C", "C", "H", "H", "H", "H", "H", "H"], "coordinates": [[1.82, 2.01, 0.64], [2.26, 2.03, -0.82], [0.97, 2.65, 0.81], [1.66, 1.00, 1.02], [2.58, 2.47, 1.28], [3.23, 1.63, -1.10], [2.25, 3.06, -1.17], [1.58, 1.40, -1.40], [-1.31, -2.30, 0.18], [-2.74, -1.76, -0.07], [-0.95, -2.04, 1.17], [-1.31, -3.39, 0.33], [-0.78, -1.99, -0.72], [-3.18, -2.06, -1.01], [-2.77, -0.67, 0.03], [-3.29, -2.05, 0.84]], "lowdin_charge": [-0.1743, -0.1758, 0.0570, 0.0572, 0.0604, 0.0597, 0.0585, 0.0572, -0.1725, -0.1754, 0.0605, 0.0568, 0.0571, 0.0586, 0.0568, 0.0580]}